#1
C7H12 | the ωB97M-V functional and the def2-TZVPD basis

HOMO-LUMO gap: 10.43 eV
Total charge: 0
Multiplicity: 1

Last column: natural (NBO) charge in e.
Element x y z (Å)
C: 4.00 -0.21 1.21  -0.679
C: 2.73 -0.28 0.48  -0.007
C: 1.69 -0.37 -0.12  -0.024
C: 0.40 -0.50 -0.81  -0.463
C: -0.75 0.23 -0.11  -0.377
C: -2.10 -0.05 -0.76  -0.394
C: -3.26 0.63 -0.05  -0.602
H: 3.88 0.34 2.15  0.232
H: 4.77 0.30 0.62  0.232
H: 4.36 -1.21 1.45  0.232
H: 0.14 -1.57 -0.89  0.223
H: 0.49 -0.13 -1.84  0.223
H: -0.78 -0.07 0.95  0.201
H: -0.55 1.31 -0.11  0.201
H: -2.27 -1.14 -0.77  0.193
H: -2.07 0.26 -1.81  0.194
H: -3.32 0.31 1.00  0.202
H: -3.14 1.72 -0.05  0.202
H: -4.22 0.40 -0.53  0.210

#2
C7H12 | the ωB97M-V functional and the def2-TZVPD basis

HOMO-LUMO gap: 10.25 eV
Total charge: 0
Multiplicity: 1

Last column: natural (NBO) charge in e.
Element x y z (Å)
C: -1.76 -1.58 -1.38  -0.442
C: -0.75 -0.70 -1.39  0.059
C: 0.64 -0.89 -1.95  -0.673
C: -0.72 0.66 -0.76  -0.493
C: 0.27 0.97 0.29  -0.203
C: 0.21 0.53 1.58  -0.150
C: 1.00 0.89 2.91  -0.651
H: -1.56 -2.45 -1.99  0.214
H: -2.62 -1.24 -0.78  0.216
H: 0.95 -0.57 -2.94  0.227
H: 0.98 -1.89 -1.77  0.220
H: 1.35 -0.27 -1.39  0.216
H: -0.56 1.29 -1.59  0.222
H: -1.76 1.04 -0.45  0.213
H: 1.29 1.33 0.01  0.194
H: -0.73 0.06 1.90  0.175
H: 1.94 1.45 2.65  0.207
H: 0.53 1.50 3.74  0.229
H: 1.30 -0.12 3.30  0.218

#3
C7H12 | the ωB97M-V functional and the def2-TZVPD basis

HOMO-LUMO gap (spin up / spin down): 8.18 / 7.58 eV
Total charge: 0
Multiplicity: 1

Last column: natural (NBO) charge in e.
Element x y z (Å)
C: 1.33 1.56 2.18  -0.603
C: 0.87 1.69 0.72  -0.394
C: 0.20 0.42 0.19  -0.389
C: -0.28 0.56 -1.27  -0.485
C: -0.93 -0.65 -1.86  0.091
C: -1.24 -1.84 -1.50  -0.407
C: -1.56 -3.22 -1.50  -0.415
H: 0.49 1.33 2.84  0.202
H: 2.06 0.74 2.28  0.202
H: 1.81 2.48 2.54  0.211
H: 0.17 2.54 0.63  0.196
H: 1.74 1.94 0.08  0.196
H: -0.66 0.17 0.82  0.194
H: 0.90 -0.43 0.25  0.198
H: -0.97 1.42 -1.36  0.222
H: 0.58 0.82 -1.91  0.230
H: -1.22 -2.01 -0.36  0.338
H: -0.81 -3.97 -1.73  0.208
H: -2.48 -3.56 -1.02  0.204

#4
C7H12 | the ωB97M-V functional and the def2-TZVPD basis

HOMO-LUMO gap: 10.39 eV
Total charge: 0
Multiplicity: 1

Last column: natural (NBO) charge in e.
Element x y z (Å)
C: -2.34 -2.49 -2.37  -0.680
C: -1.23 -1.82 -1.70  -0.007
C: -0.32 -1.23 -1.18  -0.024
C: 0.72 -0.34 -0.67  -0.465
C: 0.42 0.24 0.72  -0.379
C: 1.27 1.48 1.01  -0.392
C: 0.94 2.15 2.35  -0.602
H: -3.18 -2.63 -1.67  0.232
H: -2.04 -3.46 -2.76  0.232
H: -2.70 -1.87 -3.20  0.232
H: 0.82 0.48 -1.40  0.223
H: 1.69 -0.85 -0.66  0.224
H: -0.65 0.51 0.78  0.203
H: 0.59 -0.52 1.49  0.201
H: 1.12 2.20 0.20  0.193
H: 2.33 1.20 0.98  0.194
H: -0.11 2.46 2.38  0.202
H: 1.12 1.47 3.19  0.202
H: 1.56 3.04 2.50  0.210

Stability ranking, top and bottom: #1 is the most stable and #3 is the least stable.

#1
C7H12 | the ωB97M-V functional and the def2-TZVPD basis

HOMO-LUMO gap: 10.81 eV
Total charge: 0
Multiplicity: 1

Last column: natural (NBO) charge in e.
Element x y z (Å)
C: -2.51 0.33 0.11  -0.606
C: -1.23 -0.47 -0.01  -0.198
C: -0.25 -0.05 -1.14  -0.399
C: 0.87 -0.01 -0.11  -0.047
C: 2.21 -0.67 -0.26  -0.412
C: 2.10 0.78 0.15  -0.418
C: -0.10 -0.17 1.05  -0.400
H: -3.21 0.15 -0.71  0.209
H: -2.29 1.41 0.11  0.200
H: -3.03 0.10 1.05  0.209
H: -1.44 -1.55 -0.03  0.201
H: -0.09 -0.79 -1.93  0.207
H: -0.50 0.91 -1.59  0.202
H: 2.46 -0.89 -1.29  0.211
H: 2.59 -1.40 0.45  0.208
H: 2.50 1.59 -0.46  0.219
H: 2.06 0.90 1.25  0.210
H: -0.28 0.79 1.55  0.197
H: 0.13 -0.94 1.80  0.206

#2
C7H12 | the ωB97M-V functional and the def2-TZVPD basis

HOMO-LUMO gap: 9.36 eV
Total charge: 0
Multiplicity: 1

Last column: natural (NBO) charge in e.
Element x y z (Å)
C: -0.29 2.54 -0.03  -0.418
C: -0.25 1.46 -0.82  -0.181
C: -0.72 0.07 -0.57  -0.006
C: -2.00 -0.24 -0.34  -0.406
C: 0.39 -0.94 -0.74  -0.439
C: 1.43 -0.80 0.40  -0.390
C: 1.08 -1.63 1.64  -0.608
H: -1.06 2.56 0.74  0.181
H: 0.56 3.17 0.20  0.216
H: 0.24 1.49 -1.79  0.197
H: -2.41 -1.20 -0.64  0.199
H: -2.60 0.43 0.26  0.201
H: 0.87 -0.83 -1.71  0.213
H: -0.07 -1.92 -0.57  0.214
H: 2.43 -1.04 0.06  0.204
H: 1.45 0.25 0.70  0.206
H: 1.08 -2.69 1.38  0.199
H: 1.89 -1.51 2.36  0.209
H: 0.15 -1.33 2.10  0.211

#3
C7H12 | the ωB97M-V functional and the def2-TZVPD basis

HOMO-LUMO gap: 10.97 eV
Total charge: 0
Multiplicity: 1

Last column: natural (NBO) charge in e.
Element x y z (Å)
C: 0.73 2.31 -0.96  -0.609
C: 0.36 1.15 -0.05  -0.196
C: -0.93 0.34 -0.35  -0.388
C: -0.18 -0.87 0.19  -0.057
C: -0.49 -1.49 1.52  -0.415
C: -0.58 -2.31 0.25  -0.418
C: 1.14 -0.18 -0.12  -0.386
H: -0.12 3.00 -1.08  0.209
H: 1.01 1.95 -1.96  0.202
H: 1.57 2.88 -0.56  0.210
H: 0.32 1.48 0.99  0.198
H: -1.86 0.64 0.14  0.203
H: -1.10 0.26 -1.43  0.198
H: -1.42 -1.21 2.01  0.209
H: 0.34 -1.69 2.20  0.210
H: -1.57 -2.58 -0.11  0.214
H: 0.18 -3.07 0.09  0.215
H: 1.47 -0.38 -1.15  0.197
H: 1.98 -0.34 0.57  0.204

#4
C7H12 | the ωB97M-V functional and the def2-TZVPD basis

HOMO-LUMO gap: 6.98 eV
Total charge: 0
Multiplicity: 1

Last column: natural (NBO) charge in e.
Element x y z (Å)
C: 0.94 1.83 1.17  -0.604
C: 1.50 0.77 0.24  -0.423
C: 0.49 -0.35 -0.13  -0.014
C: 0.82 -1.68 -0.19  -0.402
C: -0.56 0.14 -1.52  -0.346
C: -0.95 -0.05 -0.17  -0.046
C: -2.11 -0.93 0.23  -0.648
H: 0.05 2.20 0.66  0.212
H: 0.66 1.48 2.15  0.208
H: 1.61 2.68 1.25  0.207
H: 2.39 0.25 0.60  0.207
H: 1.80 1.21 -0.70  0.210
H: 1.32 -2.18 0.62  0.205
H: 0.44 -2.28 -1.00  0.195
H: -0.55 1.11 -2.00  0.233
H: -0.66 -0.72 -2.20  0.175
H: -3.03 -0.35 0.30  0.222
H: -1.87 -1.41 1.18  0.216
H: -2.27 -1.71 -0.52  0.193

Stability ranking, top and bottom: #3 is the most stable and #4 is the least stable.

#1
C7H12 | the ωB97M-V functional and the def2-TZVPD basis

HOMO-LUMO gap: 10.93 eV
Total charge: 0
Multiplicity: 1

Last column: natural (NBO) charge in e.
Element x y z (Å)
C: -2.53 0.31 0.10  -0.604
C: -1.23 -0.48 -0.01  -0.203
C: -0.22 0.00 -1.09  -0.392
C: 0.87 -0.01 -0.02  -0.062
C: 2.21 -0.67 -0.18  -0.410
C: 2.11 0.81 0.07  -0.415
C: -0.16 -0.24 1.08  -0.385
H: -3.15 0.16 -0.79  0.209
H: -2.32 1.38 0.19  0.200
H: -3.11 0.01 0.98  0.208
H: -1.45 -1.55 -0.12  0.199
H: -0.07 -0.68 -1.94  0.205
H: -0.46 1.00 -1.48  0.200
H: 2.48 -0.98 -1.19  0.210
H: 2.59 -1.32 0.61  0.211
H: 2.36 1.50 -0.73  0.213
H: 2.39 1.16 1.07  0.212
H: -0.35 0.67 1.66  0.199
H: 0.03 -1.06 1.78  0.204

#2
C7H12 | the ωB97M-V functional and the def2-TZVPD basis

HOMO-LUMO gap: 9.33 eV
Total charge: 0
Multiplicity: 1

Last column: natural (NBO) charge in e.
Element x y z (Å)
C: 2.35 0.46 -0.67  -0.605
C: 1.15 -0.49 -0.73  -0.398
C: 0.22 -0.34 0.46  -0.207
C: -0.56 0.99 0.65  -0.413
C: -1.86 0.20 0.79  -0.330
C: -2.09 -0.89 -0.62  -0.362
C: -1.13 -1.11 0.46  -0.261
H: 3.00 0.33 -1.54  0.213
H: 2.95 0.27 0.23  0.201
H: 2.03 1.51 -0.64  0.201
H: 0.59 -0.30 -1.66  0.198
H: 1.50 -1.53 -0.78  0.206
H: 0.78 -0.57 1.38  0.203
H: -0.55 1.68 -0.20  0.210
H: -0.29 1.55 1.55  0.221
H: -2.49 0.22 1.68  0.249
H: -2.71 0.26 -0.04  0.310
H: -1.63 -0.26 -1.41  0.150
H: -1.25 -1.99 1.09  0.214

#3
C7H12 | the ωB97M-V functional and the def2-TZVPD basis

HOMO-LUMO gap: 10.41 eV
Total charge: 0
Multiplicity: 1

Last column: natural (NBO) charge in e.
Element x y z (Å)
C: -2.15 3.14 1.27  -0.679
C: -1.22 2.34 0.48  -0.011
C: -0.42 1.67 -0.12  -0.022
C: 0.55 0.80 -0.80  -0.470
C: 0.21 -0.71 -0.67  -0.383
C: 1.40 -1.53 -0.20  -0.391
C: 1.07 -3.02 -0.08  -0.604
H: -3.17 3.07 0.88  0.231
H: -1.86 4.20 1.26  0.232
H: -2.15 2.80 2.31  0.232
H: 1.54 0.98 -0.37  0.225
H: 0.63 1.09 -1.85  0.229
H: -0.62 -0.83 0.04  0.209
H: -0.15 -1.09 -1.63  0.200
H: 1.73 -1.15 0.78  0.196
H: 2.24 -1.39 -0.88  0.193
H: 0.23 -3.18 0.61  0.203
H: 0.79 -3.44 -1.05  0.202
H: 1.93 -3.59 0.29  0.210

#4
C7H12 | the ωB97M-V functional and the def2-TZVPD basis

HOMO-LUMO gap: 10.22 eV
Total charge: 0
Multiplicity: 1

Last column: natural (NBO) charge in e.
Element x y z (Å)
C: 0.51 2.44 2.23  -0.685
C: -0.02 1.10 2.42  0.020
C: -0.53 0.05 2.11  -0.035
C: -1.10 -0.49 0.85  -0.450
C: -0.03 -1.11 -0.06  -0.389
C: -0.24 -0.62 -1.49  -0.388
C: 0.67 -1.29 -2.51  -0.604
H: 1.10 2.81 3.06  0.236
H: -0.32 3.13 2.02  0.232
H: 1.13 2.40 1.32  0.232
H: -1.42 0.44 0.37  0.208
H: -1.98 -1.11 0.96  0.218
H: 0.98 -0.84 0.29  0.206
H: -0.08 -2.21 -0.01  0.201
H: -0.08 0.47 -1.50  0.192
H: -1.29 -0.77 -1.76  0.194
H: 1.73 -1.10 -2.28  0.202
H: 0.51 -2.37 -2.51  0.202
H: 0.47 -0.91 -3.52  0.209

Stability ranking, top and bottom: #1 is the most stable and #2 is the least stable.